No. 1
16
Properties=species:S:1:pos:R:3 method="wB97M-V/def2-TZVPD" e_homo_ev=-9.4 de_lowest_kj_mol=118.94 homo_lumo_gap_ev=10.45 smiles=CCC#CCC energy_ev=-6382.627
C -2.7862 -0.6430 -0.4603
C -2.0160 0.6577 -0.2098
C -0.6197 0.4109 0.1807
C 0.5141 0.1584 0.5087
C 1.9018 -0.1211 0.9006
C 2.8998 0.1018 -0.2408
H -2.2897 -1.2426 -1.2285
H -2.8400 -1.2481 0.4480
H -3.8095 -0.4334 -0.7885
H -2.0391 1.2775 -1.1139
H -2.5165 1.2421 0.5727
H 1.9769 -1.1534 1.2646
H 2.1666 0.5191 1.7508
H 2.9136 1.1526 -0.5456
H 3.9095 -0.1785 0.0765
H 2.6344 -0.4999 -1.1152

***

No. 2
11
Properties=species:S:1:pos:R:3 method="wB97M-V/def2-TZVPD" e_homo_ev=-9.2 de_lowest_kj_mol=430.57 homo_lumo_gap_ev=9.89 smiles="C=N/N=c1/[nH]nno1" energy_ev=-11616.367
C 3.0736 -0.2619 -0.7929
C -0.1696 -0.1766 0.0073
H 3.3283 -1.2620 -1.0743
H 3.9442 0.4302 -0.7949
H -1.3221 -1.9062 -0.0066
N 1.9949 0.2134 -0.3431
N 0.9279 -0.6776 -0.4431
N -1.3466 -0.8620 -0.0857
N -2.3345 -0.1087 0.5350
N -1.9146 1.0108 0.8286
O -0.5830 1.0422 0.3936

***

No. 3
11
Properties=species:S:1:pos:R:3 method="wB97M-V/def2-TZVPD" e_homo_ev=-9.9 de_lowest_kj_mol=279.92 homo_lumo_gap_ev=10.01 smiles="O=CC1(C=O)CO1" energy_ev=-10352.311
O 1.5621 1.2610 0.7594
C 1.3751 0.1410 0.3734
C 0.0304 -0.1720 -0.2692
C -0.6733 0.7087 -1.2194
O -0.1717 -0.5738 -1.6041
C -0.5881 -0.8674 0.9208
O -0.3771 -0.4238 2.0269
H 2.0414 -0.6754 0.7387
H -1.7655 0.7806 -1.2080
H -0.1601 1.5792 -1.6394
H -1.0683 -1.8379 0.7529